Below is the molecule C6H14N4O2 in a non-equilibrium geometry, with properties calculated with ωB97M-V with the def2-TZVPD basis set.

Computed properties:
SMILES ... [H]/N=C(\N)NCCC[C@H](N)C(=O)O
Calculated total energy ... -16505.4380 eV
Max |F| ... 1.34 eV/A
Multiplicity ... 1
Frontier orbital gap ... 9.46 eV
HOMO energy ... -8.9 eV

Each line ends with the natural charge from an NBO analysis.
Geometry (Å):
H  -5.283  -0.302  -1.043  0.328
N  -4.512  -0.763  -0.583  -0.763
C  -3.622  0.077  -0.203  0.583
N  -3.587  1.447  -0.483  -0.848
N  -2.556  -0.368  0.569  -0.629
C  -1.203  0.109  0.274  -0.213
C  -0.217  -0.589  1.214  -0.407
C  1.205  -0.048  1.094  -0.394
C  1.819  -0.198  -0.311  -0.161
N  1.738  -1.572  -0.765  -0.821
C  3.259  0.334  -0.274  0.777
O  4.235  -0.349  -0.408  -0.599
O  3.305  1.665  -0.087  -0.684
H  -4.486  1.810  -0.858  0.386
H  -3.221  2.015  0.268  0.382
H  -2.613  -1.363  0.622  0.392
H  -1.158  1.184  0.416  0.183
H  -0.917  -0.098  -0.757  0.182
H  -0.575  -0.435  2.227  0.214
H  -0.192  -1.670  0.987  0.219
H  1.264  1.022  1.394  0.219
H  1.850  -0.595  1.815  0.209
H  1.265  0.451  -1.013  0.214
H  2.389  -2.120  -0.231  0.366
H  2.076  -1.641  -1.741  0.368
H  4.254  1.899  -0.049  0.496


Below is the molecule C6H14N4S2 in a non-equilibrium geometry, with properties calculated with ωB97M-V with the def2-TZVPD basis set.

Computed properties:
SMILES ... [H]/N=C(/N)SCCCCS/C(N)=N\[H]
Calculated total energy ... -34079.8946 eV
Max |F| ... 2.43 eV/A
Multiplicity ... 1
Frontier orbital gap ... 9.37 eV
HOMO energy ... -8.9 eV

Each line ends with the natural charge from an NBO analysis.
Geometry (Å):
H  -3.186  -0.014  0.516  0.345
N  -3.520  -0.983  0.549  -0.761
C  -2.614  -1.860  0.654  0.320
N  -2.918  -3.123  0.448  -0.814
S  -0.859  -1.580  0.984  0.145
C  -0.870  0.115  1.616  -0.543
C  0.416  0.738  2.250  -0.396
C  1.396  1.306  1.263  -0.433
C  2.027  0.229  0.377  -0.525
S  2.659  0.901  -1.242  0.173
C  1.230  1.550  -2.125  0.301
N  -0.047  1.212  -1.691  -0.839
N  1.387  2.323  -3.125  -0.720
H  2.361  2.497  -3.362  0.351
H  -2.257  -3.841  0.578  0.403
H  -3.920  -3.239  0.183  0.421
H  -1.626  0.081  2.385  0.231
H  -1.345  0.769  0.874  0.215
H  0.897  0.007  2.927  0.211
H  0.018  1.537  2.889  0.226
H  2.186  1.823  1.826  0.220
H  0.886  2.072  0.612  0.227
H  1.345  -0.633  0.095  0.221
H  2.881  -0.269  0.824  0.236
H  -0.706  1.271  -2.472  0.400
H  -0.144  0.340  -1.209  0.384


Below is a cluster of 2 separate species, C6H14N6 in total in a non-equilibrium geometry, with properties calculated with ωB97M-V with the def2-TZVPD basis set.

Computed properties:
SMILES ... CNC[C@@H]1CN1.Nn1ccnn1
Calculated total energy ... -15385.9111 eV
Max |F| ... 1.40 eV/A
Multiplicity ... 1
Frontier orbital gap ... 9.03 eV
HOMO energy ... -8.3 eV

Each line ends with the natural charge from an NBO analysis.
Geometry (Å):
C  -4.033  0.788  -0.583  -0.416
N  -3.933  -0.408  0.239  -0.619
C  -2.636  -1.062  0.185  -0.227
C  -1.447  -0.234  0.628  -0.119
C  -0.627  0.544  -0.326  -0.263
N  -0.144  -0.726  0.212  -0.573
H  -3.343  1.596  -0.304  0.167
H  -3.834  0.518  -1.629  0.190
H  -5.057  1.178  -0.528  0.196
H  -4.168  -0.175  1.194  0.345
H  -2.452  -1.405  -0.844  0.193
H  -2.670  -1.967  0.788  0.198
H  -1.526  0.180  1.646  0.177
H  -0.872  0.520  -1.396  0.190
H  -0.161  1.480  0.015  0.188
H  0.556  -0.566  0.912  0.365
N  3.958  1.739  0.260  -0.624
N  3.570  0.414  0.056  -0.032
C  4.397  -0.628  -0.149  -0.081
C  3.539  -1.685  -0.292  -0.120
N  2.272  -1.238  -0.169  -0.220
N  2.287  0.042  0.043  -0.112
H  3.518  2.297  -0.473  0.370
H  3.578  2.031  1.154  0.368
H  5.477  -0.510  -0.173  0.239
H  3.752  -2.723  -0.464  0.220


Below is a structure of composition C6H14NO in a non-equilibrium geometry, with properties calculated with ωB97M-V with the def2-TZVPD basis set.

Computed properties:
Calculated total energy ... -9982.5580 eV
Max |F| ... 2.33 eV/A
Multiplicity ... 1
Frontier orbital gap ... 5.62 eV
Total charge ... -1
HOMO energy ... -2.3 eV

Each line ends with the natural charge from an NBO analysis.
Geometry (Å):
C  -1.040  -0.492  -0.862  -0.413
C  -2.077  0.438  -0.246  -0.608
C  0.384  0.080  -0.660  -0.257
N  0.493  1.449  -1.370  -0.643
C  2.117  2.367  0.250  -0.722
C  1.719  1.560  -0.945  0.347
C  -0.191  -2.455  1.912  -0.192
O  -1.379  -2.552  1.275  -0.969
H  -1.250  -0.666  -1.920  0.169
H  -1.116  -1.489  -0.367  0.308
H  -1.964  1.411  -0.732  0.196
H  -3.101  0.112  -0.441  0.196
H  -1.897  0.484  0.830  0.208
H  0.495  0.090  0.436  0.185
H  1.069  -0.688  -1.039  0.183
H  0.629  -1.979  1.287  0.056
H  3.198  2.393  0.432  0.199
H  1.731  3.383  0.161  0.241
H  1.684  1.963  1.169  0.252
H  2.546  1.122  -1.533  0.110
H  0.270  -3.421  2.244  0.079
H  -0.247  -1.815  2.826  0.076


Below is a cluster of 2 separate species, C6H14NO in total in a non-equilibrium geometry, with properties calculated with ωB97M-V with the def2-TZVPD basis set.

Computed properties:
Calculated total energy ... -9985.0871 eV
Max |F| ... 1.54 eV/A
Multiplicity ... 1
Frontier orbital gap ... 6.43 eV
Total charge ... -1
HOMO energy ... -2.5 eV

Each line ends with the natural charge from an NBO analysis.
Geometry (Å):
C  -3.054  0.106  1.305  -0.609
C  -1.696  0.057  0.550  -0.460
C  -1.335  1.366  -0.140  -0.090
C  -0.392  2.185  0.360  -0.449
H  -3.727  0.474  0.532  0.191
H  -3.388  -0.921  1.535  0.194
H  -3.151  0.753  2.180  0.191
H  -1.732  -0.645  -0.306  0.264
H  -0.838  -0.269  1.146  0.212
H  -2.016  1.693  -0.967  0.176
H  -0.037  3.140  -0.064  0.182
H  0.121  1.821  1.263  0.178
C  2.700  -1.014  0.339  -0.420
N  2.691  -0.661  -1.092  -0.695
C  1.449  -1.183  -1.760  0.135
O  0.313  -0.628  -1.296  -0.975
H  1.728  -0.859  0.857  0.181
H  3.486  -0.429  0.844  0.164
H  2.982  -2.067  0.427  0.166
H  2.720  0.348  -1.225  0.334
H  1.547  -2.319  -1.649  0.055
H  1.628  -0.946  -2.840  0.073


Below is a structure of composition C6H14NO in a non-equilibrium geometry, with properties calculated with ωB97M-V with the def2-TZVPD basis set.

Computed properties:
Calculated total energy ... -9982.5878 eV
Max |F| ... 3.91 eV/A
Multiplicity ... 1
Frontier orbital gap ... 5.71 eV
Total charge ... -1
HOMO energy ... -2.3 eV

Each line ends with the natural charge from an NBO analysis.
Geometry (Å):
C  0.696  0.995  -1.119  -0.397
C  0.601  0.072  -2.327  -0.612
C  -0.410  0.734  -0.077  -0.273
N  -1.848  0.837  -0.565  -0.566
C  -2.938  -0.938  0.645  -0.701
C  -2.177  0.338  0.551  0.277
C  2.793  -0.483  1.590  -0.180
O  3.429  -0.135  0.467  -0.967
H  0.700  2.051  -1.377  0.174
H  1.611  0.758  -0.579  0.289
H  0.524  -0.939  -1.928  0.196
H  -0.296  0.246  -2.909  0.197
H  1.546  0.091  -2.860  0.210
H  -0.122  -0.279  0.216  0.174
H  -0.154  1.370  0.777  0.200
H  2.863  -1.569  1.862  0.068
H  -3.770  -0.881  1.354  0.204
H  -3.319  -1.257  -0.323  0.228
H  -2.307  -1.752  0.989  0.240
H  -2.235  0.977  1.448  0.130
H  1.677  -0.281  1.639  0.046
H  3.137  0.045  2.526  0.064


Below is a cluster of 2 separate species, C6H14NO in total in a non-equilibrium geometry, with properties calculated with ωB97M-V with the def2-TZVPD basis set.

Computed properties:
Calculated total energy ... -9983.4026 eV
Max |F| ... 4.42 eV/A
Multiplicity ... 1
Frontier orbital gap ... 7.19 eV
Total charge ... -1
HOMO energy ... -3.0 eV

Each line ends with the natural charge from an NBO analysis.
Geometry (Å):
C  1.884  -0.580  -0.471  -0.213
N  2.153  -0.158  0.904  -0.921
C  0.951  1.459  1.134  0.229
O  -0.329  1.499  1.468  -0.795
C  0.662  -1.540  -0.697  -0.418
C  -0.811  -1.076  -0.366  -0.410
C  -1.753  -0.238  -1.407  -0.405
C  -2.648  0.599  -0.377  -0.631
H  1.834  0.275  -1.179  0.118
H  2.726  -1.133  -0.945  0.149
H  3.144  -0.411  1.006  0.332
H  1.141  1.713  0.017  0.102
H  1.795  1.983  1.918  0.089
H  0.693  -1.929  -1.707  0.167
H  0.919  -2.355  -0.041  0.193
H  -1.434  -2.085  -0.015  0.164
H  -0.725  -0.374  0.478  0.253
H  -2.449  -0.796  -2.055  0.177
H  -1.118  0.414  -2.051  0.187
H  -2.039  0.854  0.509  0.278
H  -3.236  1.367  -0.894  0.182
H  -3.397  -0.150  -0.019  0.172


Below is the ion C6H14NO with charge -1 in a non-equilibrium geometry, with properties calculated with ωB97M-V with the def2-TZVPD basis set.

Computed properties:
SMILES ... CCN(C)[C@H](C)C[O-]
Calculated total energy ... -9984.1543 eV
Max |F| ... 3.67 eV/A
Multiplicity ... 1
Frontier orbital gap ... 5.76 eV
Total charge ... -1
HOMO energy ... -2.1 eV

Each line ends with the natural charge from an NBO analysis.
Geometry (Å):
C  1.740  0.263  2.040  -0.611
C  0.402  0.629  1.439  -0.237
N  0.310  -0.221  0.224  -0.485
C  -0.426  -1.474  0.422  -0.428
C  -0.177  0.552  -1.010  -0.041
C  -1.663  0.820  -0.879  -0.656
C  0.156  -0.308  -2.258  -0.010
O  -0.062  0.489  -3.264  -0.965
H  1.862  -0.856  2.101  0.198
H  2.605  0.531  1.405  0.212
H  1.978  0.519  3.088  0.181
H  -0.459  0.550  2.161  0.156
H  0.225  1.722  1.328  0.196
H  0.317  -2.194  0.664  0.178
H  -1.111  -1.469  1.265  0.160
H  -0.964  -1.905  -0.620  0.212
H  0.248  1.570  -1.143  0.193
H  -1.840  1.266  0.093  0.170
H  -1.916  1.493  -1.751  0.240
H  -2.029  -0.198  -0.897  0.194
H  -0.441  -1.248  -2.245  0.066
H  1.247  -0.530  -2.161  0.077


Below is the molecule C6H14NO in a non-equilibrium geometry, with properties calculated with ωB97M-V with the def2-TZVPD basis set.

Computed properties:
Calculated total energy ... -9981.8154 eV
Max |F| ... 3.20 eV/A
Multiplicity ... 2
Frontier orbital gap (alpha / beta) ... 4.53 / 7.85 eV
HOMO energy (alpha / beta) ... -4.4 / -7.8 eV

Each line ends with the natural charge from an NBO analysis.
Geometry (Å):
O  -1.184  -1.207  -2.243  -0.758
C  -0.956  -0.099  -1.592  -0.012
C  0.473  0.257  -1.078  -0.111
C  0.600  -0.462  0.248  -0.441
C  -0.651  -0.358  1.235  -0.403
C  -0.182  0.196  2.609  -0.396
C  -0.113  1.750  2.752  -0.619
N  1.552  -0.284  -2.188  -0.766
H  -1.842  0.475  -1.442  0.146
H  0.745  1.264  -0.952  0.199
H  1.502  -0.077  0.936  0.178
H  0.830  -1.564  0.161  0.230
H  -1.238  -1.323  1.394  0.225
H  -1.554  0.278  0.962  0.223
H  0.871  -0.194  2.707  0.187
H  -0.860  -0.186  3.315  0.204
H  0.906  2.081  2.515  0.201
H  -0.939  2.286  2.178  0.206
H  -0.256  2.056  3.756  0.211
H  0.960  -0.879  -2.855  0.482
H  2.023  0.376  -2.754  0.401
H  2.425  -0.654  -1.700  0.416


Below is a cluster of 2 separate species, C6H14NO in total in a non-equilibrium geometry, with properties calculated with ωB97M-V with the def2-TZVPD basis set.

Computed properties:
Calculated total energy ... -9976.9692 eV
Max |F| ... 5.23 eV/A
Multiplicity ... 1
Frontier orbital gap ... 9.57 eV
Total charge ... +1
HOMO energy ... -13.9 eV

Each line ends with the natural charge from an NBO analysis.
Geometry (Å):
C  1.789  0.778  -0.841  -0.368
C  2.878  0.265  0.021  -0.349
C  1.634  -0.584  -0.114  -0.386
C  -2.489  0.405  1.034  -0.434
C  -1.362  -0.149  -1.194  -0.418
C  0.554  -0.614  0.881  0.498
N  -1.300  0.491  0.080  -0.559
O  -0.184  -1.698  1.156  -0.617
H  1.305  1.653  -0.491  0.227
H  2.078  0.859  -1.867  0.253
H  3.735  -0.184  -0.365  0.247
H  3.061  0.718  0.969  0.233
H  1.685  -1.392  -0.907  0.264
H  -3.312  1.066  0.829  0.222
H  -2.908  -0.593  1.245  0.227
H  -2.136  0.773  1.992  0.211
H  -0.807  0.216  -1.923  0.216
H  -1.084  -1.173  -1.040  0.173
H  -2.370  -0.072  -1.747  0.213
H  0.583  0.183  1.680  0.233
H  -1.145  1.521  -0.021  0.390
H  -0.204  -2.468  0.620  0.524